Entry 1:
This record from the Open Molecules 2025 dataset describes a single C2HFN2S2 molecule at a distorted geometry. The level of theory is ωB97M-V/def2-TZVPD.

Structure (XYZ):
```
8
Properties=species:S:1:pos:R:3:forces:R:3:mulliken_charge:R:1
F -3.067730 -0.508912 -0.228627 0.449 -0.010 -0.986 -0.1411
C 0.447971 0.587126 -0.110164 -0.548 3.204 0.974 0.3212
S 0.948510 -2.029248 -0.062390 0.848 0.765 0.118 -0.0889
N 1.357489 -0.405862 0.005845 -0.044 -1.054 -0.056 -0.1995
N -0.807188 0.158233 -0.065106 -2.039 -0.458 -1.497 -0.1463
H 2.255959 -0.016981 0.252592 0.492 -0.491 -0.136 0.2580
S 0.810937 2.286811 -0.044459 -0.194 -2.513 -0.321 -0.3051
C -1.945948 -0.071170 0.252310 1.037 0.557 1.904 0.3017
```
Positions in Å, forces in eV/Å.

Properties
* E_HOMO (spin up / spin down): -0.32455 / -0.30971 Eh
* LUMO (spin up / spin down): -1.5 / -2.5 eV
* orbital gap (spin up / spin down): 7.3 / 6.0 eV
* E: -29454.022 eV

Entry 2:
This record from the Open Molecules 2025 dataset describes a molecular structure, C2HFNiO at a distorted geometry. The level of theory is ωB97M-V/def2-TZVPD.

Structure (XYZ):
```
6
Properties=species:S:1:pos:R:3:forces:R:3:mulliken_charge:R:1
F 0.283407 -0.960550 -1.901119 1.803 0.925 0.815 -0.0067
O -0.513313 0.776180 0.865018 1.386 -1.223 0.118 -0.3640
C 0.055443 -0.046511 0.203881 -2.237 2.858 -1.529 0.5360
Ni -2.074732 1.235505 1.652258 -0.909 0.449 0.696 1.2893
H 1.461161 -0.733437 0.092567 1.171 0.074 -2.284 0.3304
C 0.788033 -0.271187 -0.912605 -1.213 -3.084 2.183 0.2149
```
Positions in Å, forces in eV/Å.

Properties
* E_HOMO (spin up / spin down): -0.80758 / -0.77100 Eh
* LUMO (spin up / spin down): -12.0 / -14.8 eV
* charge: +2
* orbital gap (spin up / spin down): 10.0 / 6.2 eV
* E: -47870.045 eV
* spin multiplicity: 3